Record 1
86
Properties=species:S:1:pos:R:3:forces:R:3:mulliken_charge:R:1 method="wB97M-V/def2-TZVPD" e_lumo_ev=-0.012 charge=0 homo_lumo_gap_ev=9.6 de_lowest_ev=0.0000
C 12.431 17.929 8.488 -0.601 -0.306 0.220 -0.3397
C 13.551 18.915 8.370 0.085 0.511 -0.360 -0.6148
O 14.364 18.656 7.226 0.357 -0.102 0.026 -0.2301
O 12.880 16.598 8.671 0.077 -0.048 -0.130 -0.5239
H 11.807 17.934 7.587 0.128 0.057 -0.077 0.2575
H 11.760 18.204 9.313 0.175 0.110 0.045 0.3559
H 14.193 18.875 9.253 0.162 -0.159 -0.120 0.3830
H 13.178 19.943 8.310 -0.218 -0.086 0.114 0.1469
H 13.932 18.988 6.430 -0.187 -0.010 0.078 0.1633
H 13.795 16.604 8.972 0.002 -0.019 0.021 0.3141
C 16.274 22.065 3.606 -0.351 0.005 -0.105 0.8541
C 16.987 21.039 2.750 -0.750 -0.292 -0.228 -0.2877
O 18.368 21.249 2.732 0.713 0.153 -0.191 -0.6113
O 14.869 22.023 3.285 0.242 -0.013 0.160 -0.6221
H 16.651 23.064 3.376 0.202 -0.036 0.072 0.4238
H 16.425 21.816 4.659 0.051 0.187 0.012 -0.7002
H 16.613 21.121 1.726 0.200 0.209 -0.038 0.3817
H 16.722 20.022 3.058 0.165 0.193 0.183 0.0026
H 18.779 21.020 3.573 -0.237 -0.097 0.113 0.3781
H 14.417 22.677 3.825 -0.019 -0.002 -0.008 0.2813
C 13.967 15.023 4.047 0.316 -1.334 -0.602 -0.9830
C 13.900 16.015 5.151 -0.388 1.170 -0.452 0.1018
O 15.107 16.040 5.872 -0.044 0.058 0.083 0.0173
O 15.154 15.242 3.243 -0.528 0.050 0.255 -0.5558
H 13.073 15.069 3.419 -0.008 0.316 0.068 0.4054
H 14.015 13.985 4.403 0.064 0.197 0.304 0.3957
H 13.023 15.839 5.782 0.099 -0.310 0.090 0.3012
H 13.708 16.989 4.662 0.185 -0.025 0.183 0.1811
H 15.042 16.777 6.495 0.164 -0.009 0.189 -0.0250
H 15.279 14.442 2.724 0.178 0.095 -0.062 0.2616
C 23.239 18.442 3.083 -0.440 -0.375 0.058 -0.5409
C 22.823 18.024 4.479 0.947 0.493 0.471 -0.5108
O 21.541 18.494 4.871 0.068 -0.178 -0.035 -0.3323
O 22.386 17.946 2.063 0.083 0.111 0.094 -0.5247
H 24.227 18.013 2.914 0.058 0.162 -0.158 0.3752
H 23.294 19.536 3.049 0.137 -0.016 -0.091 0.3034
H 23.607 18.436 5.138 -0.252 -0.013 0.074 0.3475
H 22.875 16.948 4.637 -0.418 -0.069 -0.296 0.3201
H 21.580 19.433 5.092 0.034 -0.002 0.078 0.1232
H 21.568 18.450 2.104 -0.063 -0.081 -0.010 0.2917
C 14.203 22.847 7.783 -0.479 -0.012 0.601 -0.4325
C 15.561 22.373 8.180 1.006 -0.035 0.115 -0.6420
O 16.376 22.130 7.025 -0.666 -0.157 -0.017 -0.3402
O 14.335 24.127 7.186 0.014 -0.176 -0.535 -0.5471
H 13.550 22.933 8.661 0.098 -0.123 0.069 0.4217
H 13.766 22.080 7.130 -0.009 0.289 -0.261 0.2233
H 15.486 21.452 8.758 0.062 -0.123 -0.173 0.3431
H 16.113 23.096 8.789 -0.389 0.110 0.182 0.3543
H 16.353 22.971 6.551 0.019 -0.052 -0.095 0.2595
H 13.556 24.298 6.650 0.004 0.128 0.048 0.3235
C 19.457 14.595 6.117 -0.329 -0.100 0.247 -0.2002
C 18.037 14.707 6.631 0.287 0.264 0.213 0.1049
O 17.120 13.951 5.862 0.208 0.244 0.064 -0.6392
O 19.538 15.255 4.860 0.229 0.045 -0.170 -0.4154
H 19.757 13.547 6.033 -0.059 -0.028 -0.044 0.4351
H 20.102 15.087 6.856 0.054 -0.074 -0.165 0.0757
H 17.794 15.776 6.649 -0.199 -0.107 -0.227 -0.1542
H 18.019 14.414 7.689 -0.054 -0.297 -0.104 0.2686
H 16.498 14.593 5.497 -0.124 -0.096 0.065 0.3544
H 20.124 14.754 4.288 -0.017 0.028 -0.035 0.2377
C 18.198 19.249 5.585 0.187 -0.771 -0.453 0.0635
O 18.926 20.025 6.214 -0.416 0.350 -0.315 -0.5704
N 16.834 19.255 5.632 -0.122 0.350 0.324 1.2589
N 18.707 18.264 4.811 0.105 0.151 -0.183 0.3409
H 16.341 20.013 6.076 0.278 0.103 0.161 -0.3629
H 16.310 18.654 5.017 0.116 -0.088 -0.049 -0.5553
H 18.112 17.646 4.287 -0.057 -0.020 0.058 -0.0085
H 19.712 18.169 4.724 -0.199 -0.069 0.170 0.1277
O 17.499 17.666 8.455 -0.106 -0.204 0.057 -0.6964
H 17.355 18.296 7.741 -0.031 0.026 -0.008 0.2754
H 18.381 17.306 8.277 -0.022 0.320 -0.035 0.2729
O 16.287 17.759 2.849 0.164 -0.338 0.179 -0.6066
H 16.788 17.745 2.028 -0.020 0.116 -0.038 0.2767
H 15.913 16.859 2.936 -0.065 -0.036 0.030 0.2034
O 13.964 19.374 2.955 0.173 0.228 0.474 -0.7356
H 14.837 18.971 3.074 -0.156 -0.307 -0.353 0.3222
H 14.159 20.318 3.089 -0.245 -0.066 -0.130 0.5148
O 20.583 20.292 8.322 0.351 0.327 0.176 -0.7517
H 20.188 20.007 7.487 -0.205 -0.150 0.115 0.5126
H 19.861 20.714 8.796 0.010 -0.088 0.080 0.2791
O 20.377 17.394 7.743 -0.025 -0.342 0.042 -0.5066
H 20.746 16.738 8.343 0.110 0.120 0.057 0.2764
H 20.966 17.399 6.979 -0.112 0.125 -0.135 0.1315
O 19.125 23.067 7.406 0.233 0.111 0.096 -0.7042
H 19.240 22.111 7.337 0.010 0.002 -0.129 0.3322
H 18.471 23.266 6.734 0.003 -0.072 0.002 0.3135



Record 2
39
Properties=species:S:1:pos:R:3:forces:R:3:mulliken_charge:R:1 method="wB97M-V/def2-TZVPD" e_lumo_ev="-13.128 / -13.138" charge=+3 homo_lumo_gap_ev="5.9 / 5.9" de_lowest_ev=0.0000
Co -0.391 0.089 -0.075 -0.309 0.338 0.063 -0.5063
C 1.327 -0.698 -2.176 0.024 0.052 0.007 -0.5886
C 0.137 -1.633 -2.171 -0.040 -0.043 0.040 -0.7180
N -1.048 -0.910 -1.606 0.170 -0.130 0.035 -0.0371
C -1.769 0.039 -2.513 -0.013 0.031 -0.082 -0.7412
C -1.113 1.404 -2.448 -0.070 -0.014 -0.052 -0.4958
N -0.741 1.697 -1.019 -0.011 -0.021 0.045 -0.1435
C 0.508 2.507 -0.886 0.037 0.004 0.020 -0.2350
C 1.704 1.596 -1.170 -0.037 0.019 -0.027 -0.7214
N 1.308 0.155 -0.918 -0.030 -0.079 0.007 0.0455
H 2.269 -1.246 -2.221 -0.005 -0.002 -0.003 0.4978
H 1.300 -0.030 -3.031 0.013 0.013 0.008 0.3550
H -0.075 -2.000 -3.177 -0.004 -0.006 -0.001 0.4530
H 0.317 -2.504 -1.539 -0.026 0.002 -0.002 0.4178
H -1.723 -1.623 -1.324 0.011 0.008 0.019 0.4295
H -1.783 -0.337 -3.537 -0.010 -0.034 0.017 0.3859
H -2.804 0.087 -2.171 0.009 0.019 0.021 0.4591
H -0.209 1.467 -3.050 0.006 -0.039 0.014 0.2587
H -1.793 2.176 -2.811 0.031 0.026 0.019 0.5124
H -1.513 2.206 -0.583 0.006 -0.046 0.046 0.4020
H 0.471 3.357 -1.570 0.016 -0.007 -0.018 0.5104
H 0.546 2.896 0.126 0.005 0.023 -0.016 0.0251
H 2.034 1.673 -2.203 0.030 -0.011 0.010 0.3696
H 2.552 1.855 -0.540 -0.028 0.004 0.044 0.4950
H 1.959 -0.249 -0.241 0.029 0.029 -0.037 0.5156
S -0.256 1.487 4.130 -0.051 0.028 -0.085 -0.0246
C -0.198 1.861 2.488 -0.159 0.089 0.076 0.0999
N -0.114 0.824 1.669 0.356 -0.165 -0.094 0.1398
C -0.064 -0.363 2.395 -0.011 -0.125 -0.102 0.3133
C 0.056 -1.620 1.800 -0.082 0.003 -0.082 0.2306
C -0.011 -2.735 2.615 -0.014 -0.014 -0.008 -0.7763
C -0.135 -2.577 4.004 0.001 -0.002 0.035 -0.6234
C -0.205 -1.331 4.600 0.013 -0.014 -0.001 -0.4938
C -0.182 -0.210 3.768 0.010 0.009 0.037 0.1426
H -0.280 2.887 2.156 0.054 0.008 0.020 0.3949
H 0.276 -1.768 0.726 0.085 0.038 0.019 0.2512
H 0.074 -3.730 2.201 0.000 0.002 -0.004 0.4749
H -0.154 -3.462 4.626 -0.005 0.006 0.007 0.4485
H -0.277 -1.237 5.676 0.003 0.000 0.006 0.4770



Record 3
21
Properties=species:S:1:pos:R:3:forces:R:3:mulliken_charge:R:1 method="wB97M-V/def2-TZVPD" e_lumo_ev=0.578 charge=0 smiles="CCNC(=O)CC.O" homo_lumo_gap_ev=10.2 de_lowest_ev=0.7711
C 0.000 0.000 0.000 -0.423 -0.726 -0.008 -1.2036
C 0.549 0.440 -1.346 -0.416 -0.098 0.596 -0.2388
N 2.002 0.482 -1.367 0.536 0.225 -0.301 -0.1572
C 2.627 0.982 -2.458 -0.318 0.757 -0.249 0.3371
O 2.036 1.557 -3.367 0.287 -0.658 0.461 -0.6411
C 4.135 0.937 -2.412 0.208 0.402 1.007 -0.1796
C 4.711 0.472 -3.700 0.514 -0.216 -1.335 -1.1499
H -1.093 0.102 -0.108 0.339 -0.221 0.415 0.3712
H 0.328 0.615 0.855 -0.023 -0.109 -0.505 0.3341
H 0.235 -1.056 0.216 -0.098 0.332 0.043 0.2943
H 0.221 -0.222 -2.170 -0.094 0.319 0.469 0.2677
H 0.045 1.417 -1.478 1.030 -0.147 -0.553 0.2366
H 2.654 0.020 -0.728 -1.187 0.086 0.005 0.2811
H 4.389 1.974 -2.121 0.278 -0.417 -0.310 0.2629
H 4.570 0.259 -1.652 -0.600 0.438 0.157 0.2698
H 5.799 0.644 -3.745 -0.413 -0.134 -0.006 0.3221
H 4.241 0.958 -4.571 0.188 -0.180 0.394 0.2984
H 4.524 -0.614 -3.759 0.190 0.339 -0.284 0.2954
O -1.786 -4.121 -1.178 1.145 -0.229 0.440 -0.6483
H -1.327 -3.696 -0.419 -0.472 -0.489 -0.823 0.3221
H -1.144 -4.787 -1.515 -0.671 0.726 0.386 0.3257



Record 4
16
Properties=species:S:1:pos:R:3:forces:R:3:mulliken_charge:R:1 method="wB97M-V/def2-TZVPD" e_lumo_ev="-1.311 / -5.106" charge=0 spin_multiplicity=2 homo_lumo_gap_ev="6.9 / 3.1"
In -0.275 -0.129 -2.041 -1.506 -0.727 -0.201 0.8658
N 1.654 2.996 -0.968 -0.727 2.125 -0.126 1.1310
O 1.210 3.874 -0.287 0.403 0.901 -0.247 -0.4587
O 1.516 1.852 -0.683 0.090 -3.403 0.722 -0.3704
O 2.218 3.153 -2.069 0.346 0.547 -0.265 -0.3053
N -3.561 -1.200 -2.512 3.406 -0.262 -0.801 1.1752
O -4.491 -1.614 -3.079 -4.535 -1.355 -1.467 -0.6141
O -3.364 -0.047 -2.239 -0.494 5.079 1.427 -0.7041
O -2.569 -1.918 -2.349 3.111 -2.882 1.007 -0.7176
C 0.810 -1.039 2.871 0.478 -1.114 1.842 -0.6778
N 1.410 -1.021 1.554 3.050 1.215 0.619 0.7283
O 2.655 -1.205 1.454 -3.389 0.114 -0.315 -0.5012
O 0.652 -0.590 0.721 0.149 -0.300 -1.679 -0.4106
H -0.221 -1.380 2.785 0.243 0.154 0.123 0.2902
H 0.908 -0.064 3.350 -0.260 0.244 -0.591 0.2839
H 1.447 -1.669 3.492 -0.369 -0.337 -0.051 0.2855



Number 1: largest force on an atom 1.50 eV/Å, molar mass 540.6 g mol⁻¹. Number 2: largest force on an atom 0.46 eV/Å, molar mass 323.3 g mol⁻¹. Number 3: largest force on an atom 1.45 eV/Å, molar mass 119.2 g mol⁻¹. Number 4: largest force on an atom 5.30 eV/Å, molar mass 299.9 g mol⁻¹.